# 1
C23H49N2OP3SeSn | ωB97M-V with the def2-TZVPD basis set

Element x y z (Å)
Sn  -1.0645  -0.0111  -1.7230
P  -1.3306  -2.4013  -0.3087
P  1.9571  -0.8038  0.9896
P  1.2563  -1.5423  -2.5373
H  -2.6851  1.5806  -3.4653
C  -2.4632  0.5482  -3.7439
C  -2.8931  -0.5777  -2.9247
H  -3.8621  -0.4765  -2.4493
C  -2.8507  -2.1092  0.6602
C  -0.3461  -3.2832  0.9583
C  -1.8567  -3.8039  -1.3479
C  3.1112  0.6155  0.8572
C  1.5875  -0.5669  2.7728
C  3.1773  -2.1716  1.2146
C  0.9752  -1.7153  -4.3348
C  1.7440  -3.2603  -2.0792
C  2.8466  -0.6340  -2.4944
H  -2.3175  0.4307  -4.8223
H  -2.6823  -1.6249  -3.1679
H  -3.5098  -1.4088  0.1365
H  -2.6051  -1.6408  1.6234
H  -3.3637  -3.0721  0.7980
H  -0.1438  -2.6315  1.8176
H  0.6142  -3.6320  0.5621
H  -0.9195  -4.1552  1.3023
H  -2.5289  -3.4669  -2.1411
H  -2.3890  -4.5057  -0.6889
H  -1.0149  -4.3190  -1.8214
H  3.7852  0.5978  1.7217
H  2.5352  1.5565  0.8668
H  3.7089  0.5778  -0.0627
H  2.5530  -0.4992  3.2913
H  1.0027  -1.3954  3.1972
H  1.0195  0.3636  2.9133
H  3.8015  -1.9094  2.0789
H  3.8177  -2.2974  0.3265
H  2.6612  -3.1226  1.4281
H  1.8175  -2.2709  -4.7714
H  0.8903  -0.7340  -4.8216
H  0.0485  -2.2739  -4.5225
H  2.3536  -3.6818  -2.8909
H  0.8629  -3.9027  -1.9500
H  2.3303  -3.2978  -1.1493
H  3.4224  -0.8728  -3.3975
H  3.4479  -0.9011  -1.6155
H  2.6740  0.4508  -2.4846
C  1.8837  3.5639  -2.3779
C  0.7182  2.9044  -2.7782
C  0.7600  2.1390  -3.9355
C  1.9299  1.9780  -4.6924
C  3.0070  2.8362  -4.4172
C  2.9630  3.6449  -3.2739
Se  2.0223  3.8657  -0.5145
H  1.3718  5.1800  -0.6084
H  -0.1301  2.8323  -2.0953
H  -0.1740  1.6475  -4.2305
H  1.9576  1.1906  -5.4556
H  3.8804  2.8375  -5.0698
H  3.7836  4.2692  -2.9661
C  -1.6243  2.8337  1.5132
N  -2.0404  2.3373  2.7991
C  -2.2706  3.3167  3.8354
C  -3.0423  2.6792  4.9685
C  -2.3366  1.4309  5.4335
N  -2.0795  0.5595  4.3083
C  -1.6464  -0.7765  4.6394
C  -1.8186  1.0072  3.0398
O  -1.4128  0.2316  2.1383
H  -2.1271  3.8006  1.3466
H  -1.8851  2.0914  0.7372
H  -0.5292  3.0055  1.4992
H  -1.3266  3.7440  4.2158
H  -2.8409  4.1449  3.4054
H  -4.0582  2.4400  4.6276
H  -3.1349  3.3776  5.8067
H  -2.9582  0.8666  6.1375
H  -1.3969  1.6933  5.9525
H  -0.6383  -0.8069  5.0923
H  -2.3575  -1.1939  5.3642
H  -1.6242  -1.4206  3.7545

Charge: +4
ΔE to the lowest compared entry with this formula, charge and spin: 284.3 kJ/mol
Total energy: -128671.7273 eV
HOMO (alpha / beta): -0.6963 / -0.6811 Ha
Multiplicity: 1

# 2
C15H18O | ωB97M-V with the def2-TZVPD basis set

Element x y z (Å)
C  -1.2576  2.0594  1.9157
C  -1.9544  1.0809  2.8463
C  -0.0106  1.7290  1.1971
C  0.4530  2.3791  0.0406
C  0.4712  0.5595  1.6114
C  1.6663  1.8346  -0.4606
C  1.5303  -0.0504  1.0241
C  2.2715  0.6554  0.0452
O  3.4201  0.0248  -0.2518
H  -2.2503  2.2986  1.3034
H  -1.0509  2.9800  2.6084
H  -1.8359  0.0675  2.8424
H  0.0376  3.2488  -0.6457
H  0.0088  -0.0503  2.3355
H  2.2233  2.2922  -1.3163
H  1.9368  -1.1925  0.9716
H  3.6616  0.1781  -1.1667
H  -2.9707  1.3014  3.0744
H  -1.3924  1.3109  3.9218
C  -0.4484  -0.3397  -3.3660
C  -1.4441  -2.3671  0.3754
C  -0.6775  -3.0311  -0.5771
C  -1.6267  -0.9972  0.2012
C  -0.3631  -2.4922  -1.8406
C  -1.1398  -0.3141  -0.8912
C  -0.6460  -1.0786  -1.9889
H  -1.7145  -3.1758  1.2318
H  -0.3052  -3.9950  -0.1818
H  -2.2106  -0.3931  0.9903
H  -0.3113  -3.2094  -2.6859
H  -1.2591  0.7239  -0.9489
H  -0.8801  -0.7314  -4.3183
H  0.6263  -0.4397  -3.4125
H  -0.6187  0.8235  -3.3842

Charge: +1
ΔE to the lowest compared entry with this formula, charge and spin: 455.5 kJ/mol
Total energy: -17882.0862 eV
HOMO (alpha / beta): -0.4397 / -0.4389 Ha
Multiplicity: 2

# 3
C11H27Br2HfNO8 | ωB97M-V with the def2-TZVPD basis set

Element x y z (Å)
Hf  -0.7304  0.3725  0.3893
Br  -0.9532  -0.9907  2.8815
Br  0.3298  2.6259  -1.0301
N  -3.6179  0.5901  -0.3582
O  -4.6643  1.1242  -0.4409
O  -3.2071  0.0489  0.6316
O  -2.6046  0.8407  -1.0425
C  3.6263  -0.3959  -0.6627
C  2.4433  -1.4096  -0.5082
C  2.8903  -2.5653  0.4327
O  1.2135  -0.8351  -0.1253
H  4.0499  0.0294  0.2471
H  3.3634  0.4477  -1.3009
H  4.4579  -0.8498  -1.2018
H  2.3899  -1.8397  -1.5084
H  3.0643  -2.1506  1.4256
H  3.8600  -2.9741  0.1489
H  2.2229  -3.4106  0.6009
C  2.1707  1.3688  2.1507
O  0.7865  1.5271  1.9626
C  0.2668  2.6872  2.6795
C  -1.2717  2.5944  2.7592
O  -1.7371  2.2702  1.3910
C  -2.5050  3.4246  0.8156
H  2.6499  1.6952  3.0738
H  2.6427  1.8285  1.2824
H  2.5351  0.3422  2.1143
H  0.5375  3.6075  2.1619
H  0.6943  2.8230  3.6730
H  -1.5715  3.5627  3.1599
H  -1.6211  1.7961  3.4140
H  -3.3262  3.6472  1.4969
H  -2.9563  3.3435  -0.1732
H  -1.8927  4.3208  0.9151
C  -0.8612  -3.3355  0.0558
O  -1.4504  -2.0296  -0.3446
C  -2.0307  -2.2218  -1.6901
C  -0.9737  -1.8399  -2.7446
O  -0.6270  -0.5508  -2.4310
C  0.1712  0.0417  -3.4725
H  -0.2274  -3.8775  -0.6460
H  -1.6691  -4.0199  0.3147
H  -0.2045  -3.2118  0.9169
H  -2.9063  -1.5735  -1.7252
H  -2.4121  -3.2160  -1.9228
H  -1.4334  -1.7158  -3.7251
H  -0.1216  -2.5169  -2.8053
H  0.3771  -0.5819  -4.3425
H  1.1997  0.2017  -3.1490
H  -0.3662  0.9504  -3.7439

Total energy: -171103.9534 eV
HOMO: -0.3206 Ha
Multiplicity: 1

# 4
C35H58Cl29F3N2O7P | ωB97M-V with the def2-TZVPD basis set

Element x y z (Å)
C  8.0634  -3.4800  -1.2695
C  7.1885  -4.4616  -0.3843
O  5.7872  -4.1918  -0.5006
C  5.1190  -4.3853  0.7559
C  3.6182  -3.9132  0.5183
O  3.6628  -2.7982  -0.4473
C  2.5617  -2.0156  -0.1422
C  1.3398  -2.3534  -0.8813
C  1.2328  -3.5002  -1.9178
C  0.5410  -4.7932  -1.3184
O  0.7482  -5.8995  -2.2404
C  -0.4614  -6.5935  -2.4271
O  -0.9318  -7.2985  -1.5916
C  0.1437  -1.5797  -0.5879
C  -1.1893  -1.9139  -1.3075
O  -2.0614  -2.4327  -0.6686
O  -1.4067  -1.6933  -2.6450
C  -0.8731  -0.4176  -3.0825
C  0.4138  -0.5433  -3.9893
C  1.2222  0.8136  -4.0565
N  2.5846  0.7272  -4.4906
O  0.7754  1.8959  -3.7387
C  0.1752  -0.4883  0.4240
P  -1.4379  0.3879  0.6988
C  -1.2413  2.1647  1.2199
C  -2.6237  -0.5816  1.7711
C  1.4531  -0.2661  1.0850
Cl  1.6137  0.9970  2.3466
N  2.6131  -0.9909  0.7948
C  3.9121  -0.7222  1.4400
C  4.7653  0.2806  0.5265
C  6.2028  -0.2481  0.2477
F  6.8201  -0.7569  1.3732
F  7.0500  0.7138  -0.2385
F  6.1148  -1.1954  -0.7461
H  9.0973  -3.9312  -1.2745
H  7.6321  -3.4525  -2.3006
H  8.1760  -2.4703  -0.8085
H  7.5555  -4.3375  0.6731
H  7.4539  -5.5055  -0.7212
H  5.6452  -3.7418  1.5118
H  5.1530  -5.4621  1.0884
H  2.9883  -4.7640  0.1635
H  3.1975  -3.5263  1.4908
H  2.2548  -3.7873  -2.2747
H  0.6398  -3.1848  -2.8175
H  -0.5692  -4.6116  -1.3057
H  0.9047  -5.0270  -0.2889
H  -0.9688  -6.4235  -3.4195
H  -1.6626  0.0479  -3.7356
H  -0.7404  0.3082  -2.2327
H  1.1413  -1.3197  -3.6318
H  0.0599  -0.7815  -5.0457
H  2.7354  1.1738  -5.3954
H  2.9155  -0.2370  -4.5280
H  -0.4588  2.7390  0.6705
H  -2.2419  2.6801  1.1772
H  -0.9471  2.2034  2.3109
H  -2.2682  -1.6527  1.7715
H  -2.7576  -0.2112  2.8253
H  -3.6069  -0.6074  1.2224
H  3.8169  -0.3264  2.4925
H  4.5582  -1.6391  1.5342
H  4.7708  1.3266  0.9194
H  4.2586  0.3134  -0.4784
C  5.4544  -1.7234  4.9111
Cl  3.9753  -0.7794  4.6721
Cl  5.3957  -3.2412  4.0085
H  6.3014  -1.1424  4.5684
H  5.5631  -1.9460  5.9683
C  -5.8208  0.4511  3.6468
Cl  -4.2370  -0.1484  4.1607
Cl  -5.6805  2.0316  2.8653
H  -6.2538  -0.2542  2.9415
H  -6.4626  0.5402  4.5245
C  -7.6407  5.3511  2.6743
Cl  -6.0995  5.6588  1.8598
Cl  -8.8340  4.6805  1.5572
H  -7.4764  4.6421  3.4818
H  -8.0214  6.2877  3.0752
C  0.3634  5.0899  -4.4864
Cl  -0.5175  5.3536  -5.9959
Cl  0.9479  6.6181  -3.8129
H  -0.3017  4.6198  -3.7682
H  1.2134  4.4418  -4.6788
C  -0.8449  3.3967  5.5507
Cl  0.6881  3.6861  4.7205
Cl  -2.0366  2.7362  4.4334
H  -0.6849  2.6842  6.3552
H  -1.2131  4.3347  5.9567
C  -3.1289  -6.2417  0.6567
Cl  -4.2601  -7.0816  1.7219
Cl  -1.9053  -5.3648  1.5867
H  -2.6330  -6.9704  0.0213
H  -3.6819  -5.5337  0.0449
C  -6.4396  -0.6209  7.6537
Cl  -7.4022  -0.4231  6.1815
Cl  -5.8130  0.9292  8.2229
H  -7.0669  -1.0541  8.4277
H  -5.6042  -1.2822  7.4403
C  -11.1530  7.7736  2.8490
Cl  -11.9104  6.1779  2.8278
Cl  -9.6972  7.7790  3.8562
H  -10.8803  8.0478  1.8344
H  -11.8603  8.4951  3.2488
C  -3.9512  -6.4875  5.6030
Cl  -4.5090  -7.5924  6.8638
Cl  -4.8433  -4.9601  5.6500
H  -2.8949  -6.2836  5.7547
H  -4.1011  -6.9547  4.6322
C  8.6277  -0.2088  6.4853
Cl  7.1496  0.7351  6.2458
Cl  8.5729  -1.7288  5.5814
H  9.4774  0.3744  6.1417
H  8.7358  -0.4316  7.5430
C  -11.6550  10.2296  -0.2440
Cl  -12.4259  8.6388  -0.2763
Cl  -10.2021  10.2268  0.7677
H  -11.3763  10.5053  -1.2571
H  -12.3596  10.9535  0.1556
C  1.8313  -0.0677  -8.0109
Cl  1.2422  -1.1938  -6.7804
Cl  0.9212  1.4385  -7.9447
H  2.8824  0.1392  -7.8269
H  1.7104  -0.5129  -8.9932
C  2.0344  0.0156  -12.0775
Cl  3.3764  0.3695  -10.9810
Cl  1.1551  -1.4320  -11.5696
H  1.3507  0.8600  -12.0804
H  2.4296  -0.1442  -13.0767
C  3.9206  6.5775  -6.0282
Cl  5.4759  5.9465  -5.4689
Cl  4.0944  8.1915  -6.7242
H  3.5217  5.9084  -6.7863
H  3.2385  6.6301  -5.1841

Charge: +1
Total energy: -435129.9943 eV
HOMO: -0.3766 Ha
Multiplicity: 1

# 5
H4O2 | ωB97M-V with the def2-TZVPD basis set

Element x y z (Å)
O  -1.5681  -0.1050  0.0174
H  -1.7507  0.8878  -0.1157
H  -0.5689  -0.2152  0.1042
O  1.3869  0.0183  -0.0841
H  1.7965  0.7440  0.3720
H  1.9721  -0.7230  0.1724

ΔE to the lowest compared entry with this formula, charge and spin: 17.3 kJ/mol
Total energy: -4159.7599 eV
SMILES string: O.O
HOMO: -0.3944 Ha
Multiplicity: 1

# 6
C27H45CaClN2O5SbSi3 | ωB97M-V with the def2-TZVPD basis set

Element x y z (Å)
Ca  -0.0488  -0.4399  -0.2583
O  -3.9718  -2.1674  1.0959
C  -2.7477  -1.6337  1.0466
O  -2.3086  -1.1206  0.0554
C  -1.9757  -1.8202  2.3350
O  -0.8072  -1.0679  2.3680
C  -1.0234  0.3031  2.6942
C  -1.5278  1.1072  1.4525
O  -2.7048  1.4487  1.4346
O  -0.6541  1.3040  0.5746
H  -4.4140  -2.0240  0.2422
H  -1.6820  -2.8765  2.3929
H  -2.6389  -1.5946  3.1857
H  -0.0485  0.6867  3.0066
H  -1.7493  0.3811  3.5146
C  4.6050  0.4225  2.0463
Sb  2.5849  0.9251  1.3225
C  2.3085  -0.9488  0.1948
C  2.0006  -1.8365  1.2473
C  1.5332  -3.1745  1.0722
C  1.3056  -3.9717  2.1565
C  1.5210  -3.4661  3.4495
C  1.9079  -2.1483  3.5517
N  2.1403  -1.3598  2.5173
Si  3.3386  -1.5966  -1.2210
C  3.3558  -0.3951  -2.7119
C  2.8448  -3.2832  -2.0331
C  5.1494  -1.9753  -0.6507
C  3.3021  2.9861  0.3008
C  2.3571  3.1372  -0.8214
C  2.1003  4.3754  -1.4310
C  1.1598  4.4619  -2.4327
C  0.4973  3.3049  -2.8336
C  0.8199  2.1210  -2.1965
N  1.7193  2.0403  -1.2240
Si  2.7021  4.1261  1.7146
C  3.4448  3.6997  3.4279
C  0.8059  3.9938  1.9078
C  3.1402  5.9896  1.4976
Si  5.0814  3.2539  -0.2990
C  5.6996  1.7728  -1.3396
C  5.3716  4.7748  -1.4536
C  6.2944  3.5654  1.1520
H  4.6283  -0.6455  2.2257
H  4.8134  0.9349  2.9803
H  5.3628  0.6875  1.3206
H  1.3345  -3.5310  0.0719
H  0.9487  -4.9897  2.0268
H  1.3793  -4.0856  4.3216
H  2.0519  -1.6833  4.5238
H  2.5657  -0.6609  -3.4073
H  4.2947  -0.4296  -3.2550
H  3.1832  0.6250  -2.3909
H  1.8091  -3.2695  -2.3629
H  2.9722  -4.1180  -1.3494
H  3.4615  -3.4888  -2.9067
H  5.6928  -1.0661  -0.4242
H  5.7267  -2.5264  -1.3885
H  5.1287  -2.5680  0.2596
H  2.6394  5.2504  -1.1075
H  0.9354  5.4147  -2.8991
H  -0.2464  3.3201  -3.6167
H  0.3451  1.1823  -2.4712
H  3.1648  2.6946  3.7299
H  3.0663  4.3945  4.1724
H  4.5258  3.7652  3.4349
H  0.5524  3.3462  2.7430
H  0.3480  3.5581  1.0248
H  0.3378  4.9583  2.0806
H  4.1567  6.1192  1.1412
H  3.0588  6.5024  2.4515
H  2.4727  6.4870  0.8018
H  5.5699  1.9595  -2.4019
H  5.1387  0.8783  -1.0977
H  6.7538  1.5660  -1.1706
H  4.7747  4.7014  -2.3584
H  6.4167  4.8253  -1.7529
H  5.1271  5.7168  -0.9711
H  6.2038  2.8028  1.9154
H  6.1091  4.5269  1.6204
H  7.3225  3.5632  0.7992
Cl  -2.0715  -0.7567  -2.9803
C  -0.5972  -1.5406  -2.2944
H  0.1102  -1.4861  -3.1301
H  -0.9007  -2.5939  -2.2320

Charge: -1
ΔE to the lowest compared entry with this formula, charge and spin: 81.8 kJ/mol
Total energy: -103083.8320 eV
HOMO: -0.1588 Ha
Multiplicity: 1